C4H13N2OP2 | ωB97M-V/def2-TZVPD

HOMO, eV: -11.869

```
! wB97M-V def2-TZVPD RIJCOSX def2/J DEFGRID3
* xyz 1 1
C -0.730 1.428 2.218
C 0.291 1.208 1.230
C 1.289 1.226 -1.093
C 0.194 1.101 -0.257
N 0.036 -1.381 0.065
N 1.235 1.100 -2.479
O -0.285 0.040 1.946
P -1.395 -1.264 0.745
P 0.586 -2.945 -0.841
H -0.757 1.652 3.252
H -1.769 1.667 1.843
H 1.290 1.305 1.624
H -2.174 -2.201 0.019
H 2.345 1.192 -0.908
H -0.795 1.000 -0.711
H 2.035 1.448 -2.959
H 0.371 1.145 -2.906
H 0.780 -0.881 0.432
H -2.004 -0.059 0.206
H -1.555 -1.619 1.999
H 1.550 -2.176 -1.616
H -0.534 -2.986 -1.809
*
```

=====

C4H13N2OS | ωB97M-V/def2-TZVPD

HOMO, eV: -2.924

```
! wB97M-V def2-TZVPD RIJCOSX def2/J DEFGRID3
* xyz -1 1
C 0.765 -0.242 1.452
C -0.579 0.171 0.864
C -0.627 1.484 0.040
S -0.190 2.965 1.019
N -1.133 -0.996 0.146
C -0.595 -1.200 -1.177
N -0.946 -2.590 -1.598
H 1.434 0.623 1.513
H 1.326 -0.959 0.844
H 0.683 -0.529 2.501
H -1.224 0.362 1.717
H -0.065 1.371 -0.888
H -1.707 1.553 -0.128
H -2.143 -0.922 0.045
H -1.012 -0.562 -1.963
H 0.489 -1.107 -1.142
H -1.058 -3.128 -0.752
H -0.257 -2.929 -2.249
H 2.032 2.014 -0.770
H 2.098 2.387 0.641
O 2.708 2.235 -0.115
*
```

=====

C4H13N2PS2 | ωB97M-V/def2-TZVPD

HOMO, eV: -9.076

```
! wB97M-V def2-TZVPD RIJCOSX def2/J DEFGRID3
* xyz 0 1
C -2.279 1.328 1.426
C 0.469 -2.070 0.309
C -1.039 0.547 1.011
C -1.391 -0.466 -0.076
N 3.042 1.411 -0.514
N -0.228 -1.159 -0.577
P 0.460 -0.742 -2.019
S 2.106 -1.681 -2.411
S -0.486 0.575 -3.078
H -2.042 2.030 2.223
H -2.677 1.884 0.580
H -3.052 0.651 1.785
H -0.197 -2.353 1.122
H 0.766 -2.967 -0.240
H 1.373 -1.609 0.721
H -0.615 0.031 1.874
H -0.278 1.228 0.618
H -2.108 -1.202 0.301
H -1.851 0.062 -0.919
H 3.829 1.610 0.092
H 3.321 0.660 -1.139
H 2.876 2.229 -1.089
*
```

=====

C4H13N2S | ωB97M-V/def2-TZVPD

Structure (SMILES): NC[C@@H]([NH3+])CCS
HOMO, eV: -12.220

```
! wB97M-V def2-TZVPD RIJCOSX def2/J DEFGRID3
* xyz 1 1
N -1.891 -1.562 0.665
C -1.146 -0.263 0.600
C 0.302 -0.461 0.182
N 0.440 -1.864 -0.417
C 0.855 0.563 -0.806
C 0.540 2.012 -0.375
S 2.074 3.035 -0.257
H -2.694 -1.486 0.047
H -2.335 -1.625 1.575
H -1.695 0.392 -0.076
H -1.222 0.177 1.592
H 0.989 -0.594 1.021
H 1.344 -2.325 -0.333
H -0.193 -2.444 0.167
H 0.045 -1.951 -1.354
H 1.910 0.368 -0.975
H 0.256 0.431 -1.711
H 0.035 2.514 -1.190
H 0.111 2.109 0.581
H 2.276 2.976 1.065
*
```

=====

C4H13N2S | ωB97M-V/def2-TZVPD

Structure (SMILES): C[C@H](S)[C@@H]([NH3+])CN
HOMO, eV: -12.727

```
! wB97M-V def2-TZVPD RIJCOSX def2/J DEFGRID3
* xyz 1 1
C 1.399 1.398 -0.954
C 1.410 0.434 0.251
S 2.629 -0.924 -0.117
C -0.118 -0.236 0.598
N -1.161 0.754 1.046
C -0.825 -0.818 -0.665
N -2.075 -1.316 -0.127
H 1.104 2.338 -0.659
H 0.852 1.065 -1.784
H 2.330 1.482 -1.471
H 1.717 0.612 1.273
H 2.957 -1.225 1.227
H -0.080 -1.094 1.329
H -1.149 0.842 2.015
H -0.996 1.629 0.606
H -2.040 0.187 0.736
H -0.074 -1.404 -1.268
H -1.009 -0.032 -1.452
H -2.834 -1.417 -0.805
H -2.037 -2.275 0.220
*
```

=====

C4H13N2Si | ωB97M-V/def2-TZVPD

HOMO, eV: -14.037

```
! wB97M-V def2-TZVPD RIJCOSX def2/J DEFGRID3
* xyz 1 1
C 1.282 -1.953 -0.113
C -0.988 -0.125 2.225
C -1.547 0.825 -1.477
C 1.519 1.169 -2.506
N 0.492 -0.959 -0.351
N 1.222 -2.603 1.026
Si 0.242 0.258 -1.463
H 2.010 -2.325 -0.839
H -1.780 -0.807 2.508
H -0.188 -0.180 2.954
H -1.384 0.882 2.226
H -1.882 1.063 -2.483
H -2.215 0.072 -1.066
H -1.666 1.727 -0.881
H 1.083 2.010 -3.042
H 2.326 1.562 -1.887
H 1.976 0.513 -3.246
H -0.615 -0.369 1.232
H 1.816 -3.394 1.233
H 0.559 -2.288 1.725
*
```

=====

C4H13N3 | ωB97M-V/def2-TZVPD

<S²>: 0.75
HOMO (spin up / spin down), eV: 1.522 / -4.821

```
! wB97M-V def2-TZVPD RIJCOSX def2/J DEFGRID3
* xyz -1 2
C 0.537 -0.358 0.650
N -0.084 -0.961 -0.516
C -0.936 -2.130 -0.474
N -0.633 -3.097 -1.480
C 1.180 0.960 0.191
N 0.137 1.912 -0.147
C -0.139 2.800 0.965
H -0.230 -0.171 1.417
H 1.203 -1.115 1.075
H -0.470 -0.284 -1.157
H -1.984 -1.803 -0.569
H -0.839 -2.499 0.560
H 0.323 -3.277 -1.648
H -1.355 -3.506 -2.039
H 1.818 0.657 -0.642
H 1.830 1.324 0.988
H 0.344 2.395 -1.008
H 0.721 3.415 1.274
H -0.462 2.263 1.861
H -0.962 3.476 0.699
*
```

=====

C4H13N3 | ωB97M-V/def2-TZVPD

Structure (SMILES): C/N=C\N.CNC
HOMO, eV: -9.077

```
! wB97M-V def2-TZVPD RIJCOSX def2/J DEFGRID3
* xyz 0 1
C -0.251 3.650 -1.086
N -0.354 2.550 -2.043
C 0.333 1.531 -1.816
N 1.254 1.358 -0.709
H -0.935 4.428 -1.408
H 0.760 4.052 -1.040
H -0.515 3.325 -0.081
H 0.319 0.666 -2.479
H 1.022 0.482 -0.248
H 2.152 1.186 -1.161
C -0.538 -2.524 0.028
N -0.337 -3.046 1.370
C -0.387 -1.976 2.349
H -1.495 -2.003 0.026
H 0.260 -1.830 -0.285
H -0.561 -3.314 -0.722
H 0.557 -3.506 1.438
H 0.219 -1.097 2.084
H -0.093 -2.321 3.338
H -1.410 -1.611 2.444
*
```

=====

Copy entry 3 word for word.
C4H13N2PS2 | ωB97M-V/def2-TZVPD

HOMO, eV: -9.076

```
! wB97M-V def2-TZVPD RIJCOSX def2/J DEFGRID3
* xyz 0 1
C -2.279 1.328 1.426
C 0.469 -2.070 0.309
C -1.039 0.547 1.011
C -1.391 -0.466 -0.076
N 3.042 1.411 -0.514
N -0.228 -1.159 -0.577
P 0.460 -0.742 -2.019
S 2.106 -1.681 -2.411
S -0.486 0.575 -3.078
H -2.042 2.030 2.223
H -2.677 1.884 0.580
H -3.052 0.651 1.785
H -0.197 -2.353 1.122
H 0.766 -2.967 -0.240
H 1.373 -1.609 0.721
H -0.615 0.031 1.874
H -0.278 1.228 0.618
H -2.108 -1.202 0.301
H -1.851 0.062 -0.919
H 3.829 1.610 0.092
H 3.321 0.660 -1.139
H 2.876 2.229 -1.089
*
```

=====

- Which formula does entry 5 have?
  C4H13N2S